1.
Here is a single C2H5N3O2 molecule from OMol25. Energies are from ωB97M-V with the def2-TZVPD basis set.

Values from the calculation:
**Structure (SMILES)**: [H]/N=C(/N)O/C=N/O
**E_LUMO**: 0.03173 Ha
**ΔE to the lowest compared entry with this formula, charge and spin**: 80.4 kcal per mole
**HOMO-LUMO gap**: 10.4 eV

Cartesian coordinates (Å):
C 1.30 0.17 -0.05
C -0.87 -0.79 -0.01
H 3.28 0.49 0.25
H 2.70 -1.15 0.55
H 0.09 1.63 -0.06
H -1.28 -1.76 0.08
H -3.20 1.01 0.19
N 2.63 -0.28 0.02
N 1.07 1.42 -0.03
N -1.53 0.31 0.01
O 0.46 -0.92 -0.12
O -2.88 0.08 0.04



2.
Here is a molecular structure, C7H10B2F8N3O8V3 from OMol25. Energies are from ωB97M-V with the def2-TZVPD basis set.

Values from the calculation:
**Total charge**: +1
**E_LUMO (spin up / spin down)**: -0.20564 / -0.28390 Ha
**Spin multiplicity**: 4
**HOMO-LUMO gap (spin up / spin down)**: 8.5 / 6.5 eV

Cartesian coordinates (Å):
O -22.72 -12.21 24.53
V -21.54 -13.28 24.49
O -21.90 -14.56 23.60
O -18.41 -10.96 30.37
V -18.88 -9.75 29.41
O -18.63 -8.39 30.23
O -18.50 -8.31 23.93
V -19.04 -9.48 24.77
B -20.06 -7.68 26.60
F -20.71 -6.56 27.02
F -18.75 -7.36 26.20
F -19.90 -8.59 27.72
F -20.67 -8.30 25.49
B -19.57 -11.08 22.63
F -20.08 -12.31 23.16
F -19.68 -11.08 21.29
F -20.34 -10.01 23.21
F -18.27 -10.89 23.14
O -19.90 -11.62 28.12
C -20.23 -11.83 26.82
O -19.84 -11.08 25.89
O -20.91 -12.86 26.59
H -20.40 -12.38 28.51
C -18.41 -15.94 27.14
C -19.00 -15.33 25.96
N -19.47 -14.87 25.02
H -17.64 -16.65 26.82
H -19.18 -16.52 27.65
H -17.86 -15.24 27.76
C -23.70 -10.33 27.23
C -24.11 -11.46 28.06
N -24.35 -12.38 28.71
H -24.39 -9.93 26.48
H -22.85 -10.66 26.64
H -23.52 -9.45 27.83
C -22.78 -9.55 32.19
C -21.94 -9.82 31.02
N -21.28 -10.01 30.11
H -22.33 -8.73 32.75
H -22.69 -10.46 32.79
H -23.83 -9.42 31.94



3.
Here is a gas-phase ion, C10H14Cl2NO (charge +1) from OMol25. Energies are from ωB97M-V with the def2-TZVPD basis set.

Values from the calculation:
**Total charge**: +1
**Structure (SMILES)**: C[C@@]([NH3+])(O)C(Cl)(Cl)Cc1ccccc1
**E_LUMO**: -0.11977 Ha
**ΔE to the lowest compared entry with this formula, charge and spin**: 0.0 kcal per mole
**HOMO-LUMO gap**: 9.0 eV

Cartesian coordinates (Å):
C 2.04 2.28 -3.23
C 2.58 1.10 -2.73
C 0.96 2.86 -2.60
C 2.02 0.50 -1.62
C 0.40 2.27 -1.48
C 0.92 1.08 -0.99
C -1.75 -0.54 2.23
C 0.29 0.40 0.21
C -1.48 -1.36 0.97
C -0.87 -0.52 -0.19
N -0.50 -2.47 1.31
O -2.59 -2.08 0.57
Cl -0.30 -1.70 -1.47
Cl -2.21 0.44 -0.90
H 2.48 2.74 -4.10
H 3.43 0.65 -3.21
H 0.55 3.78 -2.98
H 2.45 -0.41 -1.23
H -0.43 2.74 -0.99
H -2.28 -1.16 2.95
H -2.40 0.29 1.98
H -0.84 -0.16 2.68
H 1.05 -0.19 0.73
H -0.10 1.16 0.88
H -1.06 -3.25 1.68
H -0.09 -2.76 0.39
H 0.23 -2.20 1.98
H -3.15 -1.56 -0.02



4.
Here is a single C4H9NOS molecule from OMol25. Energies are from ωB97M-V with the def2-TZVPD basis set.

Values from the calculation:
**Structure (SMILES)**: C=NSCOCC
**E_LUMO**: 0.03530 Ha
**ΔE to the lowest compared entry with this formula, charge and spin**: 57.3 kcal per mole
**HOMO-LUMO gap**: 9.8 eV

Cartesian coordinates (Å):
C -1.77 -2.05 1.69
C -1.89 -1.68 0.20
C -0.73 0.34 0.13
C 2.92 1.23 -0.32
H -1.62 -1.19 2.34
H -2.69 -2.52 1.98
H -0.96 -2.75 1.86
H -2.81 -1.15 0.00
H -1.92 -2.61 -0.37
H -0.38 0.31 1.17
H -1.69 0.88 0.05
H 3.04 1.87 -1.19
H 3.82 0.93 0.22
N 1.82 0.79 0.12
O -0.82 -0.95 -0.40
S 0.49 1.33 -0.86



| no. | electronic energy (hartree) |
| --- | --- |
| 1 | -393.891075 |
| 2 | -4719.751792 |
| 3 | -1439.603039 |
| 4 | -685.927688 |